A molecular structure, C43H40NOP2Pd in a non-equilibrium geometry, computed with wB97M-V/def2-TZVPD.

```
88
Properties=species:S:1:pos:R:3:forces:R:3
Pd -0.555 -0.052 -0.088 1.7046 0.1774 -1.9032
P -0.578 2.263 -0.298 -0.1878 3.8493 -0.9598
C -0.868 0.006 1.711 -2.7213 0.0977 8.4210
O -1.060 0.041 2.861 0.1045 -0.7148 -5.1241
P -0.599 -2.376 -0.149 -0.1197 -4.0821 -0.7293
C -0.546 3.231 1.254 0.0499 -0.6732 -0.0501
C -2.051 2.947 -1.144 0.0414 -0.5662 0.1338
C 0.851 2.907 -1.232 0.2111 -0.5953 0.0740
C 0.996 -3.230 -0.433 0.1433 0.5744 0.0419
C -1.218 -3.217 1.352 0.1305 0.7625 -0.3616
C -1.707 -2.978 -1.469 -0.0183 0.4877 0.0482
C 0.528 4.061 1.595 0.2391 0.0988 0.2113
C 0.514 4.767 2.800 0.0297 -0.1287 -0.3422
C -0.570 4.651 3.668 -0.0353 -0.1402 -0.1132
C -1.644 3.824 3.332 -0.1035 -0.1376 -0.1762
C -1.632 3.116 2.134 -0.0835 0.0675 0.2579
H 1.371 4.161 0.918 -0.0789 0.0587 0.1240
H 1.352 5.409 3.055 -0.1483 -0.0619 -0.0700
H -0.579 5.201 4.605 -0.0064 -0.0784 -0.1351
H -2.490 3.725 4.007 0.1117 0.0495 -0.1161
H -2.467 2.470 1.878 -0.0356 0.0934 0.0606
C 2.122 2.425 -0.891 0.2173 0.1540 -0.1859
C 3.254 2.913 -1.539 -0.2704 0.0552 0.0910
C 3.123 3.875 -2.543 -0.1089 -0.0821 0.0837
C 1.858 4.348 -2.895 -0.1645 -0.1284 0.2245
C 0.724 3.868 -2.240 -0.0816 0.0022 -0.3235
H 2.207 1.654 -0.128 -0.0048 0.6045 -0.2820
H 4.236 2.534 -1.271 -0.1296 0.1927 -0.0715
H 4.004 4.247 -3.058 -0.1363 -0.0547 0.0754
H 1.752 5.087 -3.684 -0.0002 -0.0933 0.1616
H -0.260 4.231 -2.522 0.1564 0.0046 -0.0031
C -2.499 4.249 -0.875 -0.3230 0.2041 0.2060
C -3.612 4.762 -1.540 0.3654 -0.1276 0.1447
C -4.288 3.979 -2.478 0.1354 -0.1545 0.0753
C -3.847 2.683 -2.748 0.2093 -0.2338 0.0363
C -2.736 2.165 -2.084 -0.2340 0.1861 -0.1475
H -1.982 4.857 -0.139 -0.0935 -0.0130 -0.1240
H -3.951 5.770 -1.323 0.0988 -0.1512 -0.0561
H -5.157 4.379 -2.992 0.1402 -0.0805 0.0804
H -4.371 2.070 -3.476 0.0872 0.1230 0.1018
H -2.384 1.160 -2.296 -0.0882 -0.0235 -0.1081
C -2.413 -3.945 1.363 -0.6528 -0.1954 0.3153
C -2.854 -4.550 2.541 0.0013 0.1204 -0.7091
C -2.106 -4.436 3.712 0.0828 0.0808 0.0208
C -0.911 -3.711 3.705 0.4430 0.2823 -0.3150
C -0.471 -3.102 2.534 0.0182 -0.0684 0.7950
H -2.994 -4.043 0.452 0.0260 -0.0326 0.1382
H -3.783 -5.114 2.540 0.1827 0.0509 -0.0237
H -2.451 -4.907 4.628 0.0410 0.0791 -0.1236
H -0.327 -3.614 4.615 -0.0770 -0.0639 -0.1408
H 0.455 -2.534 2.534 -0.0004 -0.0547 0.0412
C 2.024 -2.569 -1.119 -0.1949 -0.5183 -0.1050
C 3.234 -3.220 -1.358 -0.2921 -0.0430 -0.0488
C 3.432 -4.527 -0.911 -0.2060 0.1096 0.0544
C 2.413 -5.188 -0.224 -0.2057 0.1778 -0.0294
C 1.200 -4.543 0.016 0.1586 -0.0915 0.2313
H 1.862 -1.555 -1.470 -0.0551 -0.3641 -0.1008
H 4.026 -2.701 -1.892 -0.1666 -0.2566 -0.0181
H 4.378 -5.029 -1.094 -0.1505 0.0798 0.0145
H 2.562 -6.204 0.131 -0.0477 0.1595 -0.0795
H 0.414 -5.057 0.562 0.1119 -0.0165 -0.0801
C -1.439 -4.128 -2.218 0.1530 -0.1067 -0.3330
C -2.338 -4.547 -3.199 0.2521 0.0816 0.3126
C -3.508 -3.824 -3.433 0.0224 0.1911 0.1524
C -3.779 -2.675 -2.687 0.0487 0.1259 0.1464
C -2.879 -2.249 -1.714 -0.1238 -0.0351 -0.2933
H -0.525 -4.687 -2.044 -0.1428 0.0245 -0.0791
H -2.120 -5.436 -3.785 -0.0411 0.1134 0.1424
H -4.203 -4.150 -4.202 0.1057 0.0604 0.1244
H -4.684 -2.104 -2.874 0.1294 -0.1185 0.0354
H -3.061 -1.339 -1.146 -0.1949 -0.0372 -0.0450
H 2.835 -0.138 -3.749 -0.0221 0.0033 -0.0781
H 2.253 -0.154 -4.212 0.0058 -0.0009 0.0261
C 3.577 -0.247 -0.734 -0.3487 1.2786 -0.2156
C 2.823 -0.340 0.580 -0.3887 -0.2233 -2.6360
C 3.718 -0.374 1.622 2.0571 -0.7349 0.7147
C 3.074 0.020 2.708 1.5553 -0.2161 1.6837
C 1.782 0.306 2.341 -2.1600 0.7207 0.5176
C 1.110 1.109 3.443 -0.0892 1.1814 -0.1555
N 1.491 -0.068 0.998 2.7669 0.8064 1.5066
H 4.308 0.569 -0.621 -0.4091 0.2146 0.3236
H 3.004 0.061 -1.619 0.2605 -0.7474 0.2403
H 4.312 -1.043 -0.843 -0.6820 -0.4031 -0.1896
H 4.791 -0.527 1.573 -0.2188 -0.1702 -0.3560
H 3.548 0.211 3.665 -0.4338 0.0112 -0.0195
H 1.815 1.894 3.798 0.1402 -0.8747 -0.2064
H 0.874 0.473 4.324 -0.0388 0.3817 -0.6377
H 0.294 1.753 3.128 -0.2221 -0.4844 0.2112
```
Positions in Å, forces in eV/Å.

2S+1: 5
E_tot (Eh): -2601.965063
Charge: +3
HOMO (spin up / spin down) (eV): -16.5 / -16.6
F_max (eV Å⁻¹): 8.9
LUMO level (spin up / spin down) (eV): -8.217 / -12.936

Atom charges from the Löwdin analysis, given in e for atoms 1 to 2:
1. Pd 0.703
2. P 1.054